# 1
2 unconnected molecules or ions with the total composition C5H10O. Source: the OMol25 dataset; level of theory: ωB97M-V/def2-TZVPD.

Geometry as XYZ:
```
16
Properties=species:S:1:pos:R:3:forces:R:3
C -1.6497 0.9659 -0.7292 0.106 -0.028 0.128
C -0.9988 0.5690 0.3602 -0.100 0.117 -0.134
C 0.4678 0.2882 0.4210 -0.098 -0.083 -0.226
C 1.2075 0.0105 -0.8720 0.019 0.003 -0.039
C 1.0391 -0.1780 1.6935 0.003 -0.297 0.167
O 1.1492 1.1802 1.3155 0.115 0.204 0.062
H -1.1479 1.0884 -1.6864 -0.057 -0.051 0.141
H -2.7109 1.1961 -0.7027 0.155 -0.051 0.031
H -1.5333 0.4676 1.3045 0.088 0.092 -0.115
H 0.5745 -0.5216 -1.5872 0.086 0.066 0.139
H 2.0927 -0.6053 -0.6889 -0.093 0.163 0.008
H 1.5354 0.9494 -1.3271 -0.086 -0.074 0.028
H 1.9772 -0.7342 1.6757 -0.177 0.032 -0.018
H 0.3955 -0.3788 2.5515 0.058 0.050 -0.160
H -1.0394 -2.4848 -0.8629 -0.040 -0.014 -0.022
H -1.3588 -1.8127 -0.8656 0.023 -0.128 0.012
```
Positions in Å, forces in eV/Å.

Properties
Relative energy (zero: lowest compared OMol25 entry of this formula, charge and spin) (eV): 2.825
Total charge: 0
Orbital gap (eV): 10.84
SMILES string: C=C[C@]1(C)CO1.[H][H]
HOMO energy (eV): -9.74
LUMO level (eV): 1.096
F_max (eV/A): 0.34

Here are the natural (NBO) charges for atoms 1 to 6, given in e: atom 1 (C): -0.386, atom 2 (C): -0.185, atom 3 (C): 0.154, atom 4 (C): -0.634, atom 5 (C): -0.094, atom 6 (O): -0.484

---

# 2
2 unconnected molecules or ions with the total composition C20H27BrO3. Source: the OMol25 dataset; level of theory: ωB97M-V/def2-TZVPD.

Geometry as XYZ:
```
51
Properties=species:S:1:pos:R:3:forces:R:3
C 5.2204 0.7387 1.4002 0.183 -0.289 -0.080
C 4.8431 0.2688 -0.0131 -0.370 0.011 0.120
C 3.7807 1.1578 -0.6816 0.316 0.016 -0.002
C 2.3641 0.6769 -0.4133 -0.049 -0.043 0.147
C 1.2910 1.5180 -1.0917 -0.006 -0.001 -0.142
C -0.0847 0.8604 -1.1341 0.221 -0.180 0.116
C -0.7682 0.7406 0.2347 -0.214 0.369 0.008
C -1.9101 -0.2413 0.1787 -0.182 0.088 -0.050
C -3.1867 0.2264 -0.1944 0.031 -0.169 0.050
C -3.5145 1.6819 -0.4413 -0.176 -0.145 0.015
C -4.2172 2.3303 0.7572 -0.085 0.040 0.056
C -3.3607 2.4461 2.0094 0.053 -0.113 -0.019
C -4.2419 -0.6749 -0.3246 0.133 -0.037 0.067
C -4.0746 -2.0276 -0.1004 0.163 0.119 -0.011
C -2.8213 -2.5041 0.2581 -0.182 0.074 -0.040
C -1.7402 -1.6184 0.4009 -0.082 -0.102 0.012
C -0.4276 -2.2006 0.8043 0.094 -0.025 -0.035
O 0.5680 -1.5497 1.0458 0.027 -0.102 -0.004
C -0.3149 -3.6773 0.9195 -0.157 -0.182 0.017
C -1.3487 -4.4991 0.7663 0.231 0.081 0.054
Br -1.1584 -6.3533 0.9489 -0.044 -0.070 -0.004
C -2.7060 -3.9811 0.4530 -0.086 0.050 -0.049
O -3.6565 -4.7197 0.3493 0.058 0.041 0.018
H 6.1757 1.2640 1.4043 -0.078 0.187 -0.002
H 4.4563 1.3947 1.8165 -0.019 0.032 0.043
H 5.3344 -0.1070 2.0797 -0.009 0.020 0.042
H 5.7172 0.2026 -0.6577 0.106 0.047 0.052
H 4.4369 -0.7443 0.0547 0.023 -0.026 -0.096
H 3.9639 1.1875 -1.7571 -0.077 -0.018 -0.054
H 3.9025 2.1802 -0.3093 -0.026 0.085 -0.083
H 2.1966 0.6434 0.6677 -0.034 -0.071 -0.008
H 2.2758 -0.3567 -0.7649 -0.002 0.007 0.022
H 1.6002 1.6843 -2.1282 0.036 0.127 0.003
H 1.2165 2.5002 -0.6153 0.048 0.066 -0.012
H -0.7326 1.4257 -1.8074 -0.092 -0.060 -0.062
H 0.0318 -0.1385 -1.5672 -0.049 -0.001 -0.018
H -1.1845 1.7140 0.4931 0.129 0.021 0.065
H -0.0497 0.4922 1.0053 -0.024 -0.112 -0.041
H -2.6408 2.2599 -0.7305 0.046 0.030 -0.037
H -4.2145 1.7094 -1.2792 0.092 0.075 -0.089
H -4.5713 3.3190 0.4573 0.014 0.025 -0.004
H -5.1104 1.7411 0.9833 -0.021 0.008 0.021
H -2.4841 3.0708 1.8326 0.013 0.033 0.021
H -3.9232 2.8804 2.8348 -0.029 0.042 -0.006
H -3.0120 1.4635 2.3347 0.037 0.007 0.004
H -5.2171 -0.3041 -0.6171 -0.009 0.032 -0.006
H -4.8957 -2.7198 -0.2155 0.015 -0.056 0.024
H 0.6711 -4.0504 1.1615 0.034 0.073 0.000
O 5.5852 -0.3055 -3.3363 0.025 -0.004 -0.042
H 5.8189 0.1006 -4.1766 -0.009 0.007 0.002
H 6.1176 -1.1057 -3.2949 -0.014 -0.006 0.020
```
Positions in Å, forces in eV/Å.

Properties
Total charge: 0
Orbital gap (eV): 8.12
SMILES string: CCCCCCCc1c(CCC)ccc2c1C(=O)C=C(Br)C2=O.O
HOMO energy (eV): -9.37
LUMO level (eV): -1.254
F_max (eV/A): 0.43

Here are the natural (NBO) charges for atoms 1 to 6, given in e: atom 1 (C): -0.611, atom 2 (C): -0.399, atom 3 (C): -0.390, atom 4 (C): -0.394, atom 5 (C): -0.390, atom 6 (C): -0.376

---

# 3
A single C24H22N4O3 molecule in a non-equilibrium geometry. Source: the OMol25 dataset; level of theory: ωB97M-V/def2-TZVPD.

Geometry as XYZ:
```
53
Properties=species:S:1:pos:R:3:forces:R:3
C 5.2800 -0.7206 -5.5193 -0.035 0.139 -0.194
O 5.4309 -1.5279 -4.3765 -0.008 -0.193 0.281
C 4.3239 -1.9008 -3.6841 -0.097 -0.112 0.153
C 4.5514 -2.7091 -2.5670 0.110 0.092 -0.167
C 3.4967 -3.1356 -1.7937 -0.119 0.097 -0.133
C 2.1949 -2.7655 -2.1224 0.336 -0.019 -0.089
C 1.9507 -1.9612 -3.2448 0.049 -0.180 0.232
C 3.0203 -1.5375 -4.0154 0.299 0.101 -0.153
C 0.5342 -1.6452 -3.6557 -0.181 0.060 0.026
C -0.4166 -1.4334 -2.4707 0.059 0.043 -0.029
C -0.1901 -2.5238 -1.4853 0.808 -0.485 0.115
C -0.9829 -3.1621 -0.5022 1.021 -0.368 -0.428
C -2.4334 -2.9205 -0.2793 -0.224 -0.113 0.114
O -3.2934 -3.7157 -0.5849 0.067 -0.122 -0.006
N -2.7404 -1.6865 0.2034 -0.616 0.216 0.016
C -1.8871 -0.6796 0.6266 0.662 0.732 0.345
C -0.5999 -0.7615 1.1906 -0.040 0.116 0.097
C -0.2576 0.5478 1.4378 -0.073 -0.172 -0.141
N -1.2847 1.3161 1.0334 0.495 -0.395 -0.047
C -1.4219 2.7432 1.1688 -0.215 0.387 0.204
C -1.8606 3.1149 2.5651 0.103 0.103 -0.042
C -1.0873 3.9338 3.3719 -0.063 -0.062 -0.181
C -1.5074 4.2546 4.6517 -0.081 -0.008 0.104
C -2.7011 3.7575 5.1542 0.100 0.037 -0.012
C -3.1700 4.1049 6.5337 -0.040 0.003 -0.006
C -3.4681 2.9274 4.3423 0.059 0.008 -0.053
C -3.0559 2.6104 3.0638 -0.026 0.029 0.004
N -2.2849 0.5844 0.5480 -0.724 -0.335 -0.467
N -0.2758 -4.0585 0.1438 -1.195 -0.187 0.712
O 0.9836 -4.0370 -0.3634 0.619 0.208 -0.420
C 1.0392 -3.1256 -1.3427 -1.544 0.661 -0.145
H 6.2874 -0.5573 -5.8986 -0.096 0.016 -0.010
H 4.6814 -1.2194 -6.2882 0.011 0.024 0.037
H 4.8263 0.2447 -5.2728 0.003 -0.045 -0.011
H 5.5668 -2.9844 -2.3321 0.127 -0.030 0.037
H 3.6643 -3.7564 -0.9274 0.069 -0.064 0.094
H 2.8236 -0.9253 -4.8821 0.000 0.067 -0.085
H 0.1692 -2.4955 -4.2432 -0.027 0.040 -0.024
H 0.5201 -0.7675 -4.3036 0.025 -0.055 -0.041
H -0.2125 -0.4697 -1.9894 -0.067 0.036 -0.032
H -1.4523 -1.4213 -2.8134 0.023 0.065 -0.014
H -3.7236 -1.4430 0.2009 0.089 -0.173 -0.046
H -0.0269 -1.6368 1.4081 0.160 -0.180 0.058
H 0.6290 0.9698 1.8656 0.180 0.111 0.101
H -2.1765 3.0577 0.4423 0.204 -0.058 0.008
H -0.4668 3.2181 0.9285 -0.122 -0.060 -0.029
H -0.1531 4.3308 3.0000 0.104 0.032 -0.054
H -0.8951 4.8985 5.2667 0.047 0.058 0.084
H -2.4142 4.6700 7.0730 0.013 0.033 0.079
H -4.0784 4.7046 6.4815 -0.047 0.047 0.077
H -3.4010 3.2020 7.0966 -0.017 -0.015 0.095
H -4.3990 2.5296 4.7198 -0.109 -0.052 0.040
H -3.6553 1.9635 2.4400 -0.078 -0.076 -0.052
```
Positions in Å, forces in eV/Å.

Properties
Relative energy (zero: lowest compared OMol25 entry of this formula, charge and spin) (eV): 3.110
Total charge: 0
Orbital gap (eV): 8.62
SMILES string: COc1ccc2c(c1)CCc1c(C(=O)Nc3ccn(Cc4ccc(C)cc4)n3)noc1-2
HOMO energy (eV): -8.07
LUMO level (eV): 0.551
F_max (eV/A): 1.69

Here are the natural (NBO) charges for atoms 1 to 6, given in e: atom 1 (C): -0.253, atom 2 (O): -0.488, atom 3 (C): 0.329, atom 4 (C): -0.265, atom 5 (C): -0.145, atom 6 (C): -0.169

---

# 4
A molecular structure, C38H45BrCoF3IN3O2SSb in a non-equilibrium geometry. Source: the OMol25 dataset; level of theory: ωB97M-V/def2-TZVPD.

Geometry as XYZ:
```
96
Properties=species:S:1:pos:R:3:forces:R:3
Co -0.3770 0.4407 -0.0820 -0.317 -0.287 0.464
C -2.4058 -2.7950 2.3983 0.049 -0.078 -0.024
C -1.4199 -2.1040 1.6760 0.046 -0.254 -0.004
N -1.6697 -1.0216 0.9769 -0.261 0.302 0.142
C -2.9467 -0.5844 0.9209 0.041 0.052 -0.147
C -4.0044 -1.2217 1.5748 -0.132 0.089 -0.018
C -3.6980 -2.3554 2.3436 -0.108 -0.066 0.060
C -5.3392 -0.7054 1.4398 0.103 -0.192 0.121
C -5.5861 0.3756 0.6813 -0.040 0.209 -0.142
C -4.5238 1.0497 -0.0140 -0.057 -0.043 0.056
C -4.7340 2.1922 -0.8016 -0.075 -0.007 0.008
C -3.6681 2.7754 -1.4272 0.046 0.055 -0.087
C -2.3942 2.2203 -1.2645 -0.013 0.086 -0.070
N -2.1637 1.1573 -0.5218 -0.349 0.008 -0.031
C -3.2156 0.5725 0.1014 0.092 -0.074 0.090
H -2.1299 -3.6663 2.9770 0.021 0.006 -0.033
H -0.3927 -2.4592 1.6601 0.052 0.123 0.104
H -4.4932 -2.8752 2.8660 0.035 0.024 0.028
H -6.1453 -1.2033 1.9650 0.034 -0.025 -0.002
H -6.5943 0.7598 0.5841 0.031 0.024 -0.018
H -5.7336 2.5981 -0.9029 0.015 -0.009 0.008
H -3.7829 3.6591 -2.0390 0.010 -0.012 0.004
H -1.5365 2.6673 -1.7471 0.031 0.024 0.026
F -1.4051 2.2283 1.8242 -0.059 0.016 -0.101
C -0.2213 1.6654 1.3909 0.057 -0.001 0.342
F 0.6120 2.7277 1.2315 -0.006 0.082 -0.124
F 0.2523 1.0471 2.5236 -0.024 -0.102 -0.033
C 4.6098 -0.3246 0.5810 0.090 0.001 0.117
C 3.9829 -0.2087 1.9679 -0.188 0.064 -0.261
C 3.7229 1.2492 2.3325 0.072 -0.007 -0.065
Sb 2.1860 -1.3970 2.1266 -0.560 -1.128 1.305
C 1.8308 -0.9224 4.3050 0.631 -0.478 -0.368
C 0.4664 -1.4658 4.6930 0.069 0.167 0.170
C 2.9437 -1.4118 5.2241 -0.206 0.311 0.283
C 3.2291 -3.3599 1.9304 0.028 0.428 0.607
C 2.1772 -4.4539 1.8460 0.145 -0.051 -0.112
C 4.2361 -3.6336 3.0440 0.062 -0.252 -0.282
H 5.5302 0.2668 0.5335 0.010 -0.026 -0.018
H 3.9336 0.0622 -0.1823 0.045 0.061 -0.009
H 4.8597 -1.3560 0.3247 0.007 0.001 -0.009
H 4.6590 -0.6599 2.6979 0.022 0.019 0.053
H 3.0106 1.7029 1.6386 0.019 -0.010 0.033
H 4.6566 1.8205 2.2765 -0.041 0.019 -0.002
H 3.3267 1.3599 3.3425 0.006 0.021 -0.018
H 1.8147 0.1674 4.2736 -0.089 -0.002 0.099
H 0.4558 -2.5612 4.6784 -0.011 0.009 -0.036
H -0.3131 -1.1017 4.0219 -0.005 -0.008 -0.011
H 0.1980 -1.1500 5.7091 -0.021 -0.060 -0.012
H 2.9185 -2.4959 5.3373 0.000 0.017 -0.007
H 2.8263 -0.9826 6.2292 0.049 -0.057 0.014
H 3.9372 -1.1299 4.8682 -0.024 -0.020 0.009
H 3.7365 -3.2494 0.9730 0.020 -0.096 -0.049
H 1.6068 -4.5230 2.7787 -0.025 0.005 -0.031
H 2.6507 -5.4288 1.6801 -0.043 -0.020 0.021
H 1.4885 -4.2767 1.0166 -0.011 0.017 0.057
H 3.7306 -3.8290 3.9895 0.020 0.004 0.003
H 4.9379 -2.8124 3.1976 -0.005 -0.004 0.002
H 4.8259 -4.5290 2.8071 0.029 0.017 0.047
Br 0.1660 5.1636 -1.1542 0.050 0.007 -0.029
C 1.0620 4.8306 -2.7912 -0.082 0.089 -0.014
C 1.3344 5.9116 -3.6183 0.025 0.008 -0.055
C 1.9631 5.7034 -4.8365 -0.001 0.011 0.034
C 2.3001 4.4172 -5.2344 0.017 -0.036 -0.006
C 2.0305 3.3416 -4.4013 0.021 0.103 -0.106
C 1.4252 3.5471 -3.1687 -0.157 -0.176 0.141
I 1.2424 1.8805 -1.8856 0.640 0.729 -0.508
H 1.0596 6.9081 -3.2994 -0.002 -0.019 -0.021
H 2.1916 6.5499 -5.4710 -0.029 -0.016 -0.003
H 2.7838 4.2476 -6.1885 -0.022 0.017 0.028
H 2.2948 2.3353 -4.7016 0.032 0.041 0.014
O 1.9835 -2.5178 -0.7890 0.367 0.148 -0.427
S 1.5896 -1.1316 -1.0827 1.396 -0.116 1.986
N 1.4466 -0.2803 0.2115 0.221 0.306 -2.702
C -3.5167 -4.1857 -6.4651 0.000 0.046 0.036
C -2.8958 -3.6293 -5.2140 0.036 0.051 0.054
C -2.3598 -2.3483 -5.1790 -0.056 0.033 -0.128
C -1.7538 -1.8203 -4.0499 0.151 0.215 0.107
C -1.2451 -0.4028 -4.1020 -0.049 -0.010 -0.101
C -1.6490 -2.6218 -2.8880 -0.319 -0.384 -0.316
C -0.9836 -2.2083 -1.6978 0.531 1.083 0.137
O -0.3483 -1.0969 -1.5872 -2.102 -0.723 -0.567
C -2.2417 -3.9151 -2.8958 0.129 0.041 0.131
C -2.2250 -4.7852 -1.6644 0.020 -0.022 -0.031
C -2.8417 -4.3859 -4.0460 -0.063 -0.133 -0.006
H -3.6425 -3.4110 -7.2209 0.003 -0.013 0.012
H -4.4942 -4.6250 -6.2584 0.020 0.003 0.008
H -2.8905 -4.9723 -6.8924 0.002 0.011 0.021
H -2.4213 -1.7309 -6.0699 0.003 -0.002 0.041
H -1.5868 0.0794 -5.0184 -0.001 -0.027 -0.004
H -0.1555 -0.3605 -4.0807 -0.022 -0.001 0.061
H -1.5966 0.1800 -3.2491 0.031 -0.029 -0.038
H -0.9167 -2.8847 -0.8553 -0.106 -0.140 0.094
H -1.2050 -5.0355 -1.3615 -0.038 0.004 0.000
H -2.7542 -5.7178 -1.8558 0.004 0.021 0.007
H -2.7087 -4.2888 -0.8185 0.018 -0.035 -0.014
H -3.2813 -5.3787 -4.0404 0.016 0.024 0.017
```
Positions in Å, forces in eV/Å.

Properties
Total charge: 0
Orbital gap (spin up / spin down) (eV): 3.54 / 3.50
HOMO energy (spin up / spin down) (eV): -4.77 / -4.76
LUMO level (spin up / spin down) (eV): -1.225 / -1.252
F_max (eV/A): 2.73
Spin multiplicity: 2

Here are the Mulliken charges for atoms 1 to 6, given in e: atom 1 (Co): -0.528, atom 2 (C): -1.435, atom 3 (C): -0.877, atom 4 (N): 1.368, atom 5 (C): -0.218, atom 6 (C): 1.381